# C25H44Cl3HgN4O3SeSi

C25H44Cl3HgN4O3SeSi as an isolated structure at a distorted geometry (ωB97M-V/def2-TZVPD, the OMol25 dataset).

## Properties
LUMO = 2.29 eV
E_tot = -5648.8208 Eh
HOMO-LUMO gap = 0.2102 hartree
ΔE to the lowest compared entry with this formula, charge and spin = 60.8 kJ/mol
HOMO energy = -3.430 eV

ORCA input file:
```
! RIJCOSX wB97M-V def2-TZVPD def2/J DEFGRID3
* xyz -1 1
C -1.3809 -2.3255 -3.4105
C -1.0333 -3.2541 -2.2990
H -1.7452 -2.8927 -4.2737
H -0.4967 -1.7426 -3.7134
H -2.1566 -1.6148 -3.0912
C -0.7049 -4.5410 -2.4798
C -0.4673 -5.1728 -3.8136
H -0.6116 -5.2169 -1.6251
H -0.0453 -4.4767 -4.5584
H -1.3880 -5.5945 -4.2504
H 0.2403 -6.0078 -3.6883
Hg -0.8072 1.6541 -0.0535
Cl -2.8553 0.4107 -0.2375
Cl 1.1501 3.0279 -0.2220
H 0.7509 3.9361 3.7365
H -1.1812 6.7882 3.5735
C 0.6317 4.4522 2.7747
C -0.9047 6.4224 2.5703
N -0.7120 4.9795 2.5626
H 0.9156 3.7695 1.9592
C -1.7718 4.1555 2.4490
O -1.6592 2.9208 2.3652
H -1.7191 6.6944 1.8836
H -2.7605 4.6810 2.4237
H 1.3064 5.3076 2.7463
H 0.0336 6.9046 2.2608
H 1.6636 -1.0154 -2.5654
H 1.9186 -3.6760 -1.8132
C 2.7355 -0.9950 -2.3160
C 2.9606 -3.3660 -1.6406
N 3.0447 -1.9631 -1.2845
H 3.0128 0.0027 -1.9619
C 3.3741 -1.5671 -0.0261
O 3.4008 -0.4003 0.3749
H 3.3908 -3.9687 -0.8276
H 3.6253 -2.4217 0.6362
H 3.3092 -1.2591 -3.2135
H 3.5292 -3.5512 -2.5619
O 0.1810 -1.7948 -0.9515
C -0.9126 -2.5682 -0.9200
C 0.1738 -4.0978 0.8551
C -0.9719 -3.5434 0.2856
H 1.1570 -3.7751 0.4914
C 0.0511 -5.0182 1.9044
H -1.8236 -1.9384 -0.8319
C -2.2279 -3.8575 0.8012
H 0.9522 -5.4394 2.3464
C -1.2155 -5.3863 2.3662
C -2.3617 -4.8182 1.8040
H -3.0801 -3.3292 0.3671
H -1.3124 -6.1131 3.1696
H -3.3596 -5.1039 2.1248
Si -0.4326 3.2401 -3.4254
Cl -0.4299 1.1477 -2.8562
C 1.3530 3.8189 -3.5070
C -1.4592 4.1738 -2.1506
C -1.2356 3.2970 -5.1387
H 2.0726 3.1102 -3.0810
H 1.4848 4.7702 -2.9784
H 1.6439 3.9900 -4.5504
H -0.5628 2.8982 -5.9091
H -1.5132 4.3154 -5.4625
H -2.1474 2.6909 -5.1757
H -1.3348 3.8377 -1.1081
H -2.5257 4.0859 -2.3896
H -1.1730 5.2341 -2.1771
C 2.7562 0.3449 3.4417
N 1.3602 0.5492 3.7809
C 0.9068 1.1177 4.9606
C -0.4521 1.0397 4.9479
N -0.8145 0.4270 3.7604
C -2.1664 0.1313 3.3368
C 0.2899 0.1406 3.0199
Se 0.2995 -0.6035 1.3193
H 3.3456 1.1295 3.9352
H 2.9025 0.3887 2.3550
H 3.1117 -0.6366 3.7894
H 1.5823 1.5329 5.6990
H -1.1887 1.3559 5.6675
H -2.8031 0.0801 4.2254
H -2.5239 0.9158 2.6650
H -2.1886 -0.8240 2.8041
*
```

---

# C20H24As2Br3CoI2NO8

C20H24As2Br3CoI2NO8 as an isolated structure (ωB97M-V/def2-TZVPD, the OMol25 dataset).

## Properties
LUMO (alpha / beta) = -7.53 / -7.46 eV
E_tot = -15604.2477 Eh
<S²> = 0.762
HOMO-LUMO gap (alpha / beta) = 0.2456 / 0.2471 hartree
ΔE to the lowest compared entry with this formula, charge and spin = 33.5 kJ/mol
HOMO energy (alpha / beta) = -14.211 / -14.184 eV

ORCA input file:
```
! RIJCOSX wB97M-V def2-TZVPD def2/J DEFGRID3
* xyz 2 2
Co 0.7446 -0.9652 -2.3771
Br -1.7247 -1.9563 -3.1053
C -0.8497 -3.0474 -4.4413
Br 1.0622 -2.8124 -4.2994
H -1.1618 -2.7207 -5.4214
H -1.0814 -4.0822 -4.2536
C 1.6316 3.5705 1.4806
O 0.5108 4.0888 0.7364
C -0.6020 3.3542 0.6878
O -1.6067 3.7650 0.1814
C -0.5518 1.8744 1.0285
C -1.1833 1.2895 2.0572
As -1.6459 -0.7082 2.0417
C -3.5779 -0.8321 1.9286
C -1.0336 -1.7145 0.3760
C -1.1977 -0.4537 -0.1174
As 0.3508 0.7574 -0.3114
C 1.6017 -0.0443 0.9646
C -2.4549 0.0442 -0.8278
O -3.5088 -0.5287 -0.8880
O -2.1731 1.1905 -1.4425
C -3.2774 1.8760 -2.0990
C 0.1325 -2.4835 0.1023
O 0.7198 -2.3429 -1.0182
O 0.5703 -3.4723 0.8190
C -0.0883 -3.8123 2.0649
C -1.3970 2.2652 3.2447
O -0.9043 3.3511 3.1313
O -1.9739 1.9826 4.4137
C -2.6983 0.8096 4.7862
H 2.2863 4.4104 1.6691
H 2.1712 2.8318 0.8936
H 1.3014 3.1519 2.4280
H -3.9301 -1.2213 2.8757
H -3.7942 -1.5346 1.1356
H -4.0441 0.1244 1.7073
H 1.1155 -0.3160 1.8913
H 2.3629 0.6998 1.1867
H 2.0895 -0.9138 0.5323
H -2.9381 2.8939 -2.2411
H -4.1565 1.8544 -1.4663
H -3.4930 1.3901 -3.0477
H 0.2755 -4.7947 2.3306
H -1.1625 -3.8351 1.9208
H 0.1777 -3.0985 2.8345
H -2.9170 0.9280 5.8393
H -2.0965 -0.0871 4.6787
H -3.6283 0.7432 4.2429
Br 5.3219 2.3532 -1.9209
C 4.5951 0.6322 -1.9582
C 5.3923 -0.4975 -1.8695
C 4.7807 -1.7432 -1.8759
C 3.4090 -1.8222 -1.9851
N 2.6519 -0.7155 -2.0872
C 3.2293 0.4926 -2.0695
H 6.4701 -0.4041 -1.7964
H 5.3640 -2.6517 -1.7900
H 2.8909 -2.7727 -1.9697
H 2.5903 1.3603 -2.1357
I 0.4302 0.9705 -4.3066
I 0.6230 3.3292 -3.0893
*
```

---

# C3H4N2O

C3H4N2O as an isolated structure (ωB97M-V/def2-TZVPD, the OMol25 dataset).

## Properties
LUMO = 0.55 eV
E_tot = -301.3599 Eh
HOMO-LUMO gap = 0.3296 hartree
ΔE to the lowest compared entry with this formula, charge and spin = 334.3 kJ/mol
HOMO energy = -8.417 eV

ORCA input file:
```
! RIJCOSX wB97M-V def2-TZVPD def2/J DEFGRID3
* xyz 0 1
O 2.1511 -0.1723 -0.1429
C 0.8334 -0.2591 0.0236
N 0.1507 -1.3478 0.2158
C -1.2038 -0.9837 0.4198
C -1.2171 0.4298 0.1752
N 0.0884 0.8749 -0.0272
H 2.4841 -1.0820 -0.0839
H -1.6863 -0.3868 -0.6868
H -2.0243 1.1295 0.3597
H 0.4239 1.7976 -0.2532
*
```

---

Question: Which value of E_tot does entry 1 give?
Answer: -5648.8208 Eh

---

Question: Number 1 is which compound?
Answer: C25H44Cl3HgN4O3SeSi